# C21H30N4O2

An isolated molecule of C21H30N4O2 (ωB97M-V with the def2-TZVPD basis set, the Open Molecules 2025 dataset).

Values from the calculation:
Charge: 0
2S+1: 1
LUMO energy: 0.83 eV
Maximum force: 0.7 eV/Å
HOMO-LUMO gap: 8.6 eV

Atoms and positions in Å:
C (-5.22623, -2.47652, -0.80845)
C (-4.53832, -1.16196, -0.69613)
C (-3.90566, -0.63546, 0.35546)
C (-3.31248, 0.71975, 0.15551)
O (-3.22591, 1.24204, -0.94538)
N (-2.94084, 1.36616, 1.28974)
H (-2.82870, 0.82381, 2.13081)
C (-2.19525, 2.59613, 1.23307)
H (-2.51953, 3.25934, 2.04010)
H (-2.41987, 3.05908, 0.26929)
C (-0.68345, 2.32386, 1.35332)
N (-0.21824, 1.44250, 0.32810)
C (-0.16994, 0.09640, 0.42461)
N (-0.40877, -0.71930, 1.38308)
C (-0.16408, -2.04336, 0.82436)
H (0.73720, -2.46282, 1.28366)
H (-1.00201, -2.70612, 1.05552)
C (0.02802, -1.86717, -0.71512)
N (0.22860, -0.43696, -0.77800)
C (-0.04401, 0.52097, -1.81911)
H (-1.05773, 0.41052, -2.22860)
C (0.07182, 1.84589, -1.03760)
C (1.48894, 2.45914, -1.13237)
C (2.52359, 1.45358, -0.71927)
C (2.74944, 1.18408, 0.62230)
C (3.61680, 0.18254, 1.02181)
C (4.28911, -0.57244, 0.06916)
C (4.09666, -0.28356, -1.28137)
C (3.22570, 0.71331, -1.66436)
H (3.09272, 0.92108, -2.71686)
H (4.63848, -0.86315, -2.01236)
O (5.15310, -1.59318, 0.34336)
C (5.36712, -1.94390, 1.68774)
H (5.81791, -1.12076, 2.25230)
H (4.43698, -2.25202, 2.17652)
H (6.05855, -2.78513, 1.66717)
H (3.75155, -0.00072, 2.07614)
H (2.23717, 1.75914, 1.37899)
H (1.53072, 3.33563, -0.48207)
H (1.65779, 2.78526, -2.15955)
H (-0.66670, 2.57522, -1.38542)
H (0.68509, 0.44701, -2.62777)
C (-1.17048, -2.35742, -1.52350)
H (-2.07056, -1.82714, -1.21977)
H (-1.00496, -2.19224, -2.58635)
H (-1.31462, -3.42216, -1.35613)
H (0.93654, -2.37822, -1.05872)
H (-0.47769, 1.83896, 2.31196)
H (-0.13763, 3.27133, 1.30227)
C (-3.73225, -1.29734, 1.68934)
H (-4.33872, -0.80110, 2.44807)
H (-2.68452, -1.26068, 1.99012)
H (-4.03696, -2.33908, 1.64788)
H (-4.56587, -0.55722, -1.59557)
H (-6.27444, -2.31705, -1.06092)
H (-5.17504, -3.05899, 0.10657)
H (-4.78062, -3.05430, -1.61845)

Atoms 1-6, force components in eV/Å:
C 0.09 0.04 0.20
C 0.03 0.22 0.06
C -0.14 -0.35 -0.20
C -0.24 0.09 -0.05
O 0.15 0.15 -0.24
N 0.04 0.02 0.27

Here are the Löwdin charges for atoms 1 to 2, given in e: -0.074 -0.105

***

# C4H4F3N

An isolated molecule of C4H4F3N in a non-equilibrium geometry (ωB97M-V with the def2-TZVPD basis set, the Open Molecules 2025 dataset).

Values from the calculation:
Charge: 0
2S+1: 1
LUMO energy: 0.85 eV
Maximum force: 4.8 eV/Å
HOMO-LUMO gap: 11.0 eV

Atoms and positions in Å:
C (1.26503, 0.24679, 1.14050)
C (0.16170, -0.14912, 0.12363)
C (0.38502, -0.57608, -1.27895)
C (-1.17723, 0.54548, 0.41815)
N (0.76215, -0.92945, 1.23857)
F (-2.01232, -0.35105, 0.92992)
F (-0.98199, 1.60229, 1.25404)
F (-1.76125, 0.96710, -0.69825)
H (2.10935, 0.79757, 1.47036)
H (0.56070, 0.16554, -1.99988)
H (-0.61495, -0.99789, -1.44224)
H (1.30377, -1.32118, -1.15586)

Atoms 1-6, force components in eV/Å:
C -2.68 -3.18 -2.32
C 1.96 3.10 2.06
C 0.91 -2.81 1.93
C 1.48 -0.77 -0.06
N 0.70 1.58 0.44
F -0.65 0.09 1.01

Here are the Löwdin charges for atoms 1 to 2, given in e: 0.021 -0.392

***

# C5H6OS

An isolated molecule of C5H6OS in a non-equilibrium geometry (ωB97M-V with the def2-TZVPD basis set, the Open Molecules 2025 dataset).

Values from the calculation:
Charge: 0
2S+1: 1
LUMO energy: -0.07 eV
Maximum force: 1.6 eV/Å
HOMO-LUMO gap: 8.9 eV

Atoms and positions in Å:
C (0.47309, 1.64543, -0.49451)
C (1.09617, 0.73041, 0.27358)
C (1.07900, -0.77992, 0.09300)
C (0.09191, -1.61455, -0.20316)
C (-1.75661, -0.27531, 0.27404)
H (-0.09903, 1.38172, -1.38703)
H (0.69233, 2.69983, -0.33560)
H (1.68632, 1.04553, 1.17779)
H (2.04328, -1.23301, 0.29967)
H (0.29673, -2.68621, -0.40663)
H (-1.10933, 0.15616, 1.04429)
O (-1.21348, -1.32045, -0.33997)
S (-3.28039, 0.25037, 0.00452)

Atoms 1-6, force components in eV/Å:
C 1.18 -0.56 0.17
C -0.28 -0.37 0.33
C 0.35 1.47 0.39
C 1.36 -0.93 0.08
C -1.08 0.51 0.75
H 0.11 0.00 0.35

Here are the Löwdin charges for atoms 1 to 2, given in e: 0.000 -0.181

***

# C3H8N5

The ion C3H8N5 with charge +1 in a non-equilibrium geometry (ωB97M-V with the def2-TZVPD basis set, the Open Molecules 2025 dataset).

Values from the calculation:
Charge: +1
2S+1: 1
LUMO energy: -3.04 eV
Maximum force: 5.5 eV/Å
HOMO-LUMO gap: 8.8 eV

Atoms and positions in Å:
C (0.65378, -0.38794, 0.41966)
C (-1.36406, 1.45561, -1.62827)
C (1.87143, -1.22048, 0.52547)
N (-0.35155, 1.01775, -1.28685)
N (0.67296, 0.46685, -0.80337)
N (-0.43205, -0.38804, 1.11752)
N (-2.44714, 1.96285, -1.97022)
N (-0.41140, -0.99816, 2.28778)
H (2.37624, -1.09599, 1.49384)
H (1.74266, -2.29828, 0.57462)
H (2.68561, -1.03854, -0.13596)
H (1.54357, 0.61027, -1.38170)
H (-2.65260, 2.85970, -1.77665)
H (-2.96864, 1.67764, -2.85302)
H (-1.25780, -0.98519, 2.76467)
H (0.33899, -1.63805, 2.65248)

Atoms 1-6, force components in eV/Å:
C -1.34 0.22 -1.07
C 2.66 -1.50 1.07
C 0.79 -0.40 2.15
N -1.11 0.53 -0.41
N 2.30 -1.05 0.29
N 2.47 0.85 -1.42

Here are the Löwdin charges for atoms 1 to 2, given in e: -0.301 -0.073

***

# C4H30BO23

A structure of composition C4H30BO23 in a non-equilibrium geometry (ωB97M-V with the def2-TZVPD basis set, the Open Molecules 2025 dataset).

Values from the calculation:
Charge: -1
2S+1: 1
LUMO energy: 0.67 eV
Maximum force: 11.6 eV/Å
HOMO-LUMO gap: 8.4 eV

Atoms and positions in Å:
O (2.58153, -3.32425, 0.10882)
C (1.73310, -2.42597, 0.36332)
O (0.93831, -1.82877, -0.49525)
B (0.31736, -0.70580, 0.21794)
O (0.94888, -0.77243, 1.56025)
C (1.68897, -1.70199, 1.56440)
O (2.49952, -1.86470, 2.51260)
O (-1.18057, -0.67348, 0.27756)
C (-1.49296, 0.37535, -0.27788)
O (-2.63990, 0.42914, -0.58101)
C (-0.47302, 1.05913, -0.84015)
O (0.58072, 0.62525, -0.35949)
O (-0.51135, 1.91907, -1.74725)
O (2.46534, 1.84828, 1.91964)
H (1.60925, 1.55589, 1.85461)
H (2.69433, 2.47284, 1.20376)
O (4.66689, -3.99799, 1.45986)
H (3.84794, -3.55673, 1.23776)
H (4.38045, -4.11688, 2.45883)
O (0.53200, 0.65578, -3.97348)
H (0.07232, -0.12494, -3.67599)
H (0.23367, 1.35692, -3.30672)
O (4.03366, 0.15146, -0.13618)
H (4.56203, 0.87701, -0.10264)
H (3.21710, 0.59052, 0.20265)
O (-4.44423, 0.81681, 0.18287)
H (-3.64825, 1.02152, -0.26302)
H (-4.35380, 0.88680, 1.05249)
O (2.64266, -5.12055, 3.50512)
H (2.36313, -4.26464, 3.35657)
H (2.35477, -5.68778, 2.88198)
O (-3.33093, 3.35729, -1.97358)
H (-3.64499, 2.43158, -2.11213)
H (-3.85275, 3.93116, -2.39690)
O (-4.75562, -1.92882, 0.63302)
H (-3.90692, -2.46379, 0.32011)
H (-4.22349, -1.16976, 0.49570)
O (-5.68746, 2.41307, -1.60804)
H (-5.06920, 2.80153, -2.23385)
H (-5.17121, 1.84040, -1.12799)
O (0.63091, 4.79000, -0.92444)
H (0.04801, 4.01986, -0.65908)
H (0.21266, 5.66725, -0.96330)
O (1.60763, 3.98187, -3.52569)
H (1.21760, 4.11160, -2.66204)
H (2.50199, 4.01995, -3.18476)
O (-2.76467, -3.11800, 0.77153)
H (-2.18726, -3.83457, 0.64157)
H (-2.30802, -2.33229, 0.80448)
O (2.90115, -2.64437, 5.11006)
H (2.39090, -2.11414, 4.45553)
H (3.84728, -2.85705, 4.62894)
O (-1.91249, 3.75430, 0.39376)
H (-2.28109, 3.65766, -0.62060)
H (-2.05488, 4.78709, 0.75914)
O (2.00462, -3.47869, -2.66248)
H (2.26482, -3.18512, -1.81945)
H (1.30354, -2.91285, -2.70148)

Atoms 1-6, force components in eV/Å:
O -4.02 3.02 0.34
C 4.12 -4.68 -3.85
O -1.16 0.32 -0.44
B 0.05 0.36 0.92
O -6.47 6.33 -1.31
C 8.06 -3.79 7.39

Here are the Löwdin charges for atoms 1 to 2, given in e: 0.133 -0.303